No. 1
{"formula": "C40H38BrCsF6N5O4S2Sb", "method": "ωB97M-V/def2-TZVPD", "elements": ["Cs", "O", "C", "C", "C", "C", "C", "C", "C", "O", "N", "N", "C", "C", "Br", "C", "C", "C", "C", "C", "C", "C", "H", "H", "H", "H", "H", "H", "H", "H", "H", "H", "H", "H", "H", "H", "C", "C", "C", "C", "C", "C", "N", "Sb", "C", "C", "C", "C", "C", "C", "N", "C", "C", "C", "C", "C", "C", "N", "H", "H", "H", "H", "H", "H", "H", "H", "H", "H", "H", "H", "H", "H", "H", "H", "H", "H", "C", "C", "O", "C", "F", "F", "F", "C", "F", "F", "F", "H", "H", "H", "C", "O", "C", "S", "S", "H", "H", "H"], "xyz": [[-1.191, 0.817, 0.097], [-3.094, 0.622, -4.036], [-3.960, -0.253, -4.411], [-4.803, -0.052, -5.538], [-5.719, -1.002, -5.933], [-5.850, -2.206, -5.239], [-5.035, -2.430, -4.139], [-4.106, -1.490, -3.722], [-3.241, -1.731, -2.506], [-2.076, -0.967, -2.475], [-4.097, -1.475, -1.332], [-3.699, -1.745, -0.119], [-4.466, -1.493, 0.881], [-4.070, -1.740, 2.243], [-2.234, -2.207, 2.458], [-4.919, -1.717, 3.284], [-4.635, -1.789, 4.717], [-5.546, -2.437, 5.560], [-5.346, -2.483, 6.929], [-4.229, -1.882, 7.491], [-3.328, -1.219, 6.669], [-3.529, -1.163, 5.301], [-2.324, -0.143, -3.067], [-4.693, 0.878, -6.083], [-6.343, -0.814, -6.801], [-6.572, -2.951, -5.553], [-5.126, -3.362, -3.585], [-2.956, -2.790, -2.448], [-4.961, -0.967, -1.488], [-5.455, -1.050, 0.735], [-5.971, -1.641, 3.026], [-6.411, -2.916, 5.117], [-6.064, -2.988, 7.565], [-4.068, -1.922, 8.561], [-2.464, -0.728, 7.101], [-2.845, -0.594, 4.686], [-0.336, -3.116, -0.925], [1.026, -3.610, -0.536], [1.254, -4.955, -0.240], [2.530, -5.366, 0.105], [3.547, -4.425, 0.151], [3.234, -3.101, -0.143], [2.011, -2.712, -0.483], [4.827, -1.648, -0.109], [4.129, -0.428, 1.516], [5.005, 0.492, 2.074], [4.545, 1.277, 3.123], [3.251, 1.101, 3.569], [2.434, 0.155, 2.946], [1.012, -0.010, 3.372], [2.884, -0.603, 1.944], [4.140, -0.294, -1.637], [5.069, 0.309, -2.474], [4.609, 1.213, -3.425], [3.251, 1.458, -3.512], [2.386, 0.795, -2.637], [0.907, 1.005, -2.706], [2.839, -0.051, -1.716], [-0.933, -3.914, -1.364], [-0.865, -2.744, -0.044], [-0.256, -2.291, -1.631], [0.437, -5.664, -0.294], [2.730, -6.409, 0.325], [4.562, -4.702, 0.410], [6.013, 0.594, 1.690], [5.189, 2.019, 3.581], [2.849, 1.700, 4.375], [0.916, 0.076, 4.455], [0.413, 0.800, 2.923], [0.620, -0.968, 3.032], [6.124, 0.081, -2.373], [5.301, 1.717, -4.089], [2.848, 2.152, -4.240], [0.532, 0.803, -3.709], [0.414, 0.339, -2.003], [0.672, 2.046, -2.467], [-1.485, 4.543, 1.445], [-0.491, 3.596, 2.152], [-0.578, 2.307, 1.825], [0.929, 4.176, 1.845], [1.031, 5.513, 2.057], [1.242, 3.962, 0.557], [1.915, 3.610, 2.579], [-0.720, 3.758, 3.691], [-1.961, 3.328, 4.016], [0.137, 3.025, 4.439], [-0.632, 5.031, 4.158], [-1.311, 4.518, 0.368], [-1.374, 5.570, 1.788], [-2.504, 4.207, 1.636], [-3.336, 4.213, -4.900], [-2.039, 4.785, -5.041], [-1.404, 5.284, -3.955], [0.134, 5.885, -4.286], [-2.148, 5.304, -2.445], [-3.681, 4.027, -5.919], [-4.013, 4.900, -4.390], [-3.299, 3.273, -4.355]], "lumo_energy_ha": 0.12062, "multiplicity": 1, "fmax_ev_per_a": 2.342, "total_charge": -2}

=====

No. 2
{"formula": "C40H38F3N5O21S2", "method": "ωB97M-V/def2-TZVPD", "elements": ["C", "C", "C", "C", "C", "O", "O", "N", "C", "C", "S", "C", "N", "N", "C", "O", "C", "N", "O", "C", "C", "C", "N", "C", "S", "C", "O", "C", "F", "F", "F", "H", "H", "H", "H", "H", "H", "H", "H", "H", "H", "H", "H", "H", "H", "H", "H", "H", "H", "H", "H", "H", "H", "C", "C", "C", "O", "C", "C", "C", "O", "O", "O", "H", "H", "H", "H", "C", "C", "C", "O", "C", "C", "C", "O", "O", "O", "H", "H", "H", "H", "C", "C", "C", "O", "C", "C", "C", "O", "O", "O", "H", "H", "H", "H", "C", "C", "C", "O", "C", "C", "C", "O", "O", "O", "H", "H", "H", "H"], "xyz": [[3.697, -2.279, 4.643], [2.688, -1.215, 4.246], [1.134, -1.687, 4.184], [0.157, -0.899, 3.141], [-1.315, -1.570, 3.580], [-1.849, -1.439, 4.810], [-2.113, -2.433, 2.645], [0.158, -1.222, 1.666], [1.431, -1.101, 0.879], [1.495, -2.183, -0.370], [3.328, -2.698, -0.516], [4.066, -1.263, -1.539], [4.481, -1.260, -2.994], [4.899, 0.068, -3.184], [4.756, 0.883, -1.896], [4.219, 0.012, -0.808], [-0.660, -0.086, 1.015], [-1.188, -0.081, -0.251], [-1.914, 1.005, -0.655], [-0.934, 1.732, -1.528], [-1.669, 2.553, -2.745], [-0.535, 3.586, -3.367], [-0.902, 1.063, 1.969], [0.030, 0.730, 3.154], [1.496, 1.826, 2.770], [-0.669, 1.515, 4.410], [-0.687, 2.954, 4.068], [-0.489, 3.796, 5.259], [-1.250, 3.345, 6.462], [0.949, 4.054, 5.589], [-1.061, 5.147, 4.906], [3.796, -3.212, 3.943], [4.374, -2.185, 5.602], [3.133, -0.148, 4.075], [0.709, -1.648, 5.299], [1.085, -2.843, 3.890], [2.426, -1.226, 1.477], [1.461, -0.001, 0.416], [1.276, -1.580, -1.375], [0.773, -3.096, -0.243], [5.032, 2.021, -1.860], [-1.022, -0.919, -0.868], [-0.268, 2.399, -0.819], [-0.286, 0.878, -2.053], [-2.590, 3.126, -2.307], [-2.024, 1.727, -3.530], [-1.033, 4.213, -4.241], [-0.221, 4.307, -2.486], [0.395, 2.992, -3.813], [-0.780, 2.030, 1.563], [1.340, 2.540, 1.572], [-1.812, 1.201, 4.549], [-0.036, 1.352, 5.389], [-6.722, -0.358, -5.191], [-5.725, -0.139, -4.331], [-4.567, 0.725, -4.693], [-3.676, 0.923, -3.874], [-4.539, 1.310, -6.042], [-5.534, 1.088, -6.903], [-6.705, 0.247, -6.532], [-7.613, 0.076, -7.338], [-5.512, 1.633, -8.174], [-5.733, -0.706, -3.070], [-7.571, -0.982, -4.940], [-3.683, 1.921, -6.298], [-6.342, 1.328, -8.603], [-4.907, -0.397, -2.639], [-0.452, 7.606, -3.480], [-0.281, 8.876, -3.107], [0.939, 9.637, -3.493], [1.060, 10.809, -3.151], [1.968, 8.938, -4.278], [1.798, 7.668, -4.648], [0.566, 6.915, -4.286], [0.430, 5.754, -4.656], [2.763, 7.004, -5.384], [-1.233, 9.531, -2.348], [-1.335, 7.041, -3.209], [2.858, 9.498, -4.536], [2.406, 6.100, -5.527], [-0.879, 10.436, -2.210], [-4.674, -5.944, 4.391], [-4.426, -4.726, 3.903], [-5.055, -4.257, 2.638], [-4.823, -3.126, 2.225], [-5.941, -5.188, 1.922], [-6.186, -6.406, 2.407], [-5.578, -6.866, 3.687], [-5.837, -7.984, 4.117], [-7.015, -7.288, 1.738], [-3.574, -3.855, 4.558], [-4.225, -6.297, 5.310], [-6.378, -4.840, 0.994], [-7.034, -8.099, 2.291], [-3.561, -3.042, 4.008], [7.902, -6.304, 2.079], [8.148, -5.365, 2.994], [7.753, -3.946, 2.772], [7.975, -3.109, 3.640], [7.106, -3.602, 1.497], [6.863, -4.541, 0.580], [7.233, -5.964, 0.813], [6.981, -6.807, -0.040], [6.257, -4.224, -0.622], [8.779, -5.676, 4.184], [8.182, -7.339, 2.228], [6.840, -2.564, 1.341], [6.191, -5.073, -1.112], [8.840, -4.829, 4.677]], "lumo_energy_ha": -0.08102, "multiplicity": 1, "fmax_ev_per_a": 8.089}

=====

No. 3
{"formula": "C40H38GeOP2SV", "method": "ωB97M-V/def2-TZVPD", "elements": ["V", "O", "S", "C", "C", "C", "C", "C", "C", "P", "C", "C", "C", "C", "C", "C", "C", "C", "C", "C", "C", "C", "C", "C", "C", "C", "C", "C", "P", "C", "C", "C", "C", "C", "C", "C", "C", "C", "C", "C", "C", "H", "H", "H", "H", "H", "H", "H", "H", "H", "H", "H", "H", "H", "H", "H", "H", "H", "H", "H", "H", "H", "H", "H", "H", "H", "H", "H", "H", "C", "Ge", "C", "C", "C", "H", "H", "H", "H", "H", "H", "H", "H", "H", "H"], "xyz": [[1.078, 0.985, 0.302], [2.775, 0.790, -2.538], [1.496, 0.509, -1.864], [0.189, 1.013, -3.002], [0.440, 1.392, -4.306], [-0.635, 1.714, -5.120], [-1.932, 1.614, -4.632], [-2.165, 1.249, -3.314], [-1.095, 0.993, -2.463], [-1.188, 0.610, -0.653], [-2.243, 1.952, 0.045], [-1.727, 2.626, 1.154], [-2.452, 3.635, 1.773], [-3.697, 3.990, 1.282], [-4.228, 3.315, 0.191], [-3.515, 2.295, -0.416], [-2.434, -0.742, -0.755], [-2.351, -1.702, -1.764], [-3.303, -2.705, -1.859], [-4.350, -2.759, -0.949], [-4.421, -1.826, 0.075], [-3.460, -0.834, 0.182], [1.235, -1.291, -2.053], [1.297, -1.878, -3.309], [1.289, -3.259, -3.415], [1.252, -4.046, -2.271], [1.205, -3.454, -1.020], [1.173, -2.066, -0.899], [1.169, -1.202, 0.721], [2.661, -1.958, 1.458], [3.875, -1.504, 0.941], [5.069, -2.027, 1.404], [5.060, -2.995, 2.401], [3.857, -3.438, 2.927], [2.655, -2.926, 2.454], [-0.161, -1.963, 1.713], [-0.971, -3.029, 1.339], [-1.946, -3.501, 2.208], [-2.130, -2.906, 3.445], [-1.335, -1.829, 3.820], [-0.360, -1.357, 2.959], [1.462, 1.439, -4.664], [-0.469, 2.036, -6.140], [-2.772, 1.837, -5.277], [-3.182, 1.154, -2.963], [-0.752, 2.336, 1.544], [-2.044, 4.144, 2.636], [-4.261, 4.786, 1.752], [-5.209, 3.579, -0.185], [-3.971, 1.751, -1.230], [-1.544, -1.663, -2.485], [-3.233, -3.439, -2.652], [-5.107, -3.528, -1.037], [-5.226, -1.873, 0.798], [-3.507, -0.121, 0.996], [1.371, -1.252, -4.190], [1.336, -3.722, -4.393], [1.274, -5.125, -2.359], [1.211, -4.065, -0.125], [3.864, -0.723, 0.187], [6.009, -1.678, 0.996], [5.993, -3.400, 2.773], [3.851, -4.186, 3.709], [1.716, -3.276, 2.866], [-0.849, -3.498, 0.373], [-2.571, -4.332, 1.909], [-2.897, -3.273, 4.115], [-1.479, -1.363, 4.787], [0.262, -0.509, 3.228], [1.097, 4.620, 2.296], [2.311, 3.349, 1.346], [1.835, 3.575, -0.585], [4.134, 4.091, 1.623], [1.982, 1.488, 1.809], [1.572, 5.594, 2.432], [0.839, 4.227, 3.282], [0.173, 4.763, 1.733], [1.935, 4.618, -0.889], [0.787, 3.290, -0.766], [2.483, 2.980, -1.230], [4.124, 5.166, 1.431], [4.873, 3.627, 0.970], [4.441, 3.933, 2.658], [2.465, 1.159, 2.731]], "lumo_energy_ha": [0.01044, 0.00054], "multiplicity": 4, "fmax_ev_per_a": 1.950}

=====

No. 4
{"formula": "C40H38N5O2Tc", "method": "ωB97M-V/def2-TZVPD", "elements": ["Tc", "C", "C", "C", "C", "C", "C", "C", "C", "C", "H", "H", "H", "H", "H", "H", "H", "H", "H", "H", "H", "H", "O", "C", "C", "C", "C", "N", "C", "C", "C", "C", "C", "C", "O", "C", "C", "N", "H", "H", "H", "H", "H", "H", "H", "H", "H", "H", "H", "H", "N", "C", "C", "C", "C", "N", "C", "C", "H", "H", "H", "H", "N", "C", "C", "C", "C", "C", "C", "C", "C", "C", "C", "C", "C", "C", "H", "H", "H", "H", "H", "H", "H", "H", "H", "H"], "xyz": [[-0.157, 0.347, 0.630], [-3.057, 1.260, 4.509], [-2.116, 1.717, 3.454], [-2.598, 2.130, 2.209], [-1.745, 2.603, 1.208], [-2.304, 3.190, -0.048], [-0.359, 2.684, 1.485], [0.123, 2.389, 2.786], [1.497, 2.775, 3.217], [-0.749, 1.826, 3.714], [-3.392, 2.132, 5.074], [-2.585, 0.580, 5.215], [-3.946, 0.796, 4.088], [-3.665, 2.119, 2.038], [-2.497, 4.251, 0.117], [-3.251, 2.734, -0.319], [-1.608, 3.105, -0.879], [0.245, 3.323, 0.849], [1.423, 3.559, 3.973], [2.097, 3.169, 2.403], [2.019, 1.944, 3.689], [-0.374, 1.572, 4.697], [6.598, -0.863, 1.316], [6.215, 0.459, 1.087], [4.729, 0.529, 0.934], [4.062, 1.679, 0.512], [2.689, 1.646, 0.376], [1.936, 0.562, 0.606], [2.586, -0.574, 0.964], [3.958, -0.609, 1.156], [1.768, -1.787, 0.974], [2.268, -3.054, 1.239], [1.471, -4.181, 1.052], [1.989, -5.550, 1.343], [3.315, -5.491, 1.765], [0.186, -3.972, 0.538], [-0.258, -2.688, 0.323], [0.488, -1.603, 0.574], [7.559, -0.937, 1.355], [6.683, 0.867, 0.175], [6.517, 1.117, 1.922], [4.601, 2.582, 0.275], [2.171, 2.527, 0.036], [4.467, -1.514, 1.441], [3.277, -3.200, 1.583], [1.871, -6.164, 0.432], [1.340, -6.012, 2.110], [3.629, -6.370, 2.015], [-0.454, -4.808, 0.316], [-1.243, -2.507, -0.082], [-6.786, -2.960, 1.514], [-5.809, -2.376, 1.426], [-4.588, -1.661, 1.289], [-4.374, -0.826, 0.189], [-3.153, -0.196, 0.061], [-2.148, -0.359, 0.932], [-2.372, -1.131, 2.004], [-3.566, -1.785, 2.233], [-5.140, -0.685, -0.556], [-2.951, 0.448, -0.782], [-1.557, -1.248, 2.709], [-3.703, -2.391, 3.114], [-0.545, 0.398, -1.214], [-0.508, 0.497, -2.481], [-1.605, 0.002, -3.327], [-2.312, -1.158, -2.982], [-3.292, -1.648, -3.821], [-3.601, -0.976, -5.001], [-2.937, 0.200, -5.329], [-1.942, 0.687, -4.505], [0.620, 1.122, -3.190], [1.267, 2.222, -2.620], [2.317, 2.828, -3.279], [2.734, 2.341, -4.514], [2.094, 1.250, -5.089], [1.044, 0.635, -4.434], [-2.035, -1.694, -2.087], [-3.808, -2.564, -3.575], [-4.356, -1.371, -5.663], [-3.194, 0.735, -6.231], [-1.440, 1.611, -4.751], [0.880, 2.613, -1.691], [2.797, 3.696, -2.853], [3.553, 2.816, -5.031], [2.416, 0.878, -6.050], [0.576, -0.240, -4.860]], "lumo_energy_ha": [-0.38061, -0.38856], "multiplicity": 2, "fmax_ev_per_a": 3.540, "total_charge": 3}

=====

No. 5
{"formula": "C40H39Cl3CsN8O4S3", "method": "ωB97M-V/def2-TZVPD", "elements": ["Cs", "O", "N", "C", "C", "C", "C", "C", "S", "H", "H", "H", "H", "N", "C", "C", "C", "C", "N", "C", "N", "N", "C", "O", "O", "H", "H", "H", "H", "H", "H", "H", "H", "H", "H", "H", "H", "H", "H", "S", "C", "C", "C", "C", "C", "C", "N", "C", "C", "C", "C", "C", "C", "C", "H", "H", "H", "H", "H", "H", "H", "H", "Cl", "C", "C", "C", "C", "C", "C", "N", "C", "C", "N", "C", "O", "C", "C", "C", "Cl", "S", "C", "C", "C", "Cl", "C", "H", "H", "H", "H", "H", "H", "H", "H", "H", "H", "H", "H", "H"], "xyz": [[-0.873, -1.415, -1.077], [-1.806, 0.558, -2.247], [-2.787, 1.427, -2.170], [-2.483, 2.723, -1.946], [-3.429, 3.711, -1.862], [-4.771, 3.340, -2.009], [-5.080, 2.020, -2.201], [-4.103, 0.991, -2.261], [-4.465, -0.646, -2.400], [-1.425, 2.898, -1.822], [-3.119, 4.731, -1.681], [-5.559, 4.082, -1.958], [-6.106, 1.694, -2.294], [-0.365, 2.328, 1.854], [-0.437, 1.004, 2.486], [-0.659, 1.077, 4.012], [-0.121, -0.069, 4.878], [-0.732, -1.469, 4.750], [-0.719, -2.121, 3.446], [0.318, -2.675, 2.840], [1.581, -2.402, 3.289], [0.137, -3.565, 1.876], [0.858, 0.250, 2.130], [1.910, 0.607, 2.722], [0.719, -0.726, 1.365], [0.407, 2.824, 2.291], [-1.210, 2.859, 2.044], [-1.257, 0.458, 2.020], [-1.730, 1.221, 4.201], [-0.153, 1.983, 4.361], [-0.280, 0.209, 5.927], [0.959, -0.109, 4.741], [-1.786, -1.447, 5.030], [-0.223, -2.123, 5.463], [-1.626, -2.257, 3.009], [1.778, -1.400, 3.320], [2.277, -2.861, 2.719], [-0.813, -3.737, 1.530], [0.830, -3.623, 1.146], [-3.301, -5.562, 2.441], [-3.820, -4.057, 3.165], [-4.429, -3.828, 4.373], [-4.758, -2.508, 4.753], [-4.477, -1.464, 3.876], [-3.853, -1.673, 2.653], [-3.476, -2.991, 2.271], [-2.800, -3.322, 1.165], [-2.602, -4.662, 1.050], [-1.878, -5.344, 0.003], [-2.026, -6.745, -0.110], [-1.402, -7.440, -1.138], [-0.631, -6.743, -2.058], [-0.468, -5.358, -1.904], [-1.039, -4.586, -0.883], [-4.658, -4.656, 5.036], [-5.246, -2.318, 5.701], [-4.762, -0.452, 4.149], [-3.676, -0.856, 1.962], [-2.659, -7.293, 0.584], [-1.535, -8.515, -1.224], [-0.152, -7.271, -2.880], [0.168, -4.862, -2.643], [6.754, 6.739, -1.105], [5.781, 5.364, -1.557], [5.415, 4.436, -0.596], [4.623, 3.365, -0.969], [4.200, 3.192, -2.285], [3.326, 2.007, -2.637], [4.178, 0.815, -3.073], [3.343, -0.287, -3.480], [2.587, -0.370, -4.632], [1.747, -1.427, -4.444], [1.959, -1.994, -3.210], [2.902, -1.278, -2.660], [2.569, 1.607, -1.522], [1.180, 1.971, -1.595], [1.053, 3.449, -1.817], [0.745, 4.051, -3.000], [0.324, 3.278, -4.474], [0.818, 5.766, -2.925], [1.288, 5.702, -1.275], [1.367, 4.427, -0.823], [4.609, 4.133, -3.218], [4.129, 3.976, -4.886], [5.386, 5.229, -2.873], [5.732, 4.562, 0.430], [4.288, 2.650, -0.228], [2.675, 2.271, -3.477], [4.789, 0.489, -2.229], [4.842, 1.099, -3.890], [2.715, 0.323, -5.446], [1.000, -1.813, -5.118], [3.293, -1.404, -1.662], [0.744, 1.686, -0.638], [0.676, 1.410, -2.387], [1.472, 6.613, -0.728], [1.646, 4.155, 0.183], [5.668, 5.958, -3.618]], "lumo_energy_ha": [0.10914, 0.10914], "multiplicity": 2, "fmax_ev_per_a": 1.966, "total_charge": -2}